1 | Here is 2 unconnected molecules or ions with the total composition C5H12N2O from the OMol25 dataset. Energies are from ωB97M-V/def2-TZVPD.

## Properties
- structure (SMILES) = CNC(N)=O.C=CC
- E_HOMO (hartree) = -0.3378
- LUMO level (eV) = 0.80
- HOMO-LUMO gap (eV) = 9.99

ORCA input file:
```
! wB97M-V def2-TZVPD RIJCOSX def2/J DEFGRID3
* xyz 0 1
C -2.48511 -0.16647 -0.70373
N -1.45997 -0.12866 0.33107
C -0.48215 -1.17383 0.46323
N -0.17993 -1.83175 -0.70762
O -0.07239 -1.49744 1.55629
H -3.25113 0.56895 -0.46767
H -2.03732 0.07746 -1.66764
H -2.96213 -1.14557 -0.77980
H -1.81297 0.10670 1.24947
H -0.22394 -1.30619 -1.56492
H 0.64910 -2.40026 -0.62673
C 1.72370 0.86671 -1.03644
C 1.09191 1.03957 0.11534
C 1.78757 1.09167 1.43586
H 1.20663 0.85828 -1.98720
H 2.79165 0.68699 -1.08804
H -0.14022 1.06478 0.12797
H 1.44290 0.26190 2.05747
H 2.87161 1.01469 1.32912
H 1.54221 2.01246 1.96396
*
```



2 | Here is a molecular structure, C5H12N2O from the OMol25 dataset. Energies are from ωB97M-V/def2-TZVPD.

## Properties
- E_HOMO (hartree) = -0.2821
- LUMO level (eV) = -1.35
- HOMO-LUMO gap (eV) = 6.33

ORCA input file:
```
! wB97M-V def2-TZVPD RIJCOSX def2/J DEFGRID3
* xyz 0 1
C 2.02446 -0.47112 -0.75600
O 2.61436 0.23320 -1.77914
C 1.07036 0.45394 -0.04481
C 0.23922 -0.09336 1.08154
C -0.95568 -0.87570 0.62362
C -2.15496 -0.28800 0.56286
N -3.33269 -0.96672 0.13478
N 1.80670 1.58097 0.31713
H 1.48388 -1.35935 -1.13181
H 2.83522 -0.87650 -0.12524
H 0.07348 0.99823 -1.77152
H 0.50279 0.77153 -1.10640
H -0.13283 0.72237 1.70180
H 0.94801 -0.69942 1.64480
H -0.89780 -1.80551 0.06906
H -2.39213 0.77704 0.55155
H -3.77335 -1.67409 0.69188
H -3.85372 -0.63027 -0.65079
H 1.33887 2.47723 0.35225
H 2.55581 1.72553 -0.36557
*
```



Q: What are the energies relative to the best structure? A: 1 0.0; 2 129.9, in kcal/mol.



1 | Here is a single C5H12N2O molecule from the OMol25 dataset. Energies are from ωB97M-V/def2-TZVPD.

## Properties
- structure (SMILES) = CNC(=O)CCCN
- E_HOMO (hartree) = -0.3252
- LUMO level (eV) = 0.87
- HOMO-LUMO gap (eV) = 9.72

ORCA input file:
```
! wB97M-V def2-TZVPD RIJCOSX def2/J DEFGRID3
* xyz 0 1
C 1.31729 -0.85721 2.87549
N 1.15077 0.09641 1.79252
C 0.74965 -0.31087 0.56113
O 0.53103 -1.48553 0.30755
C 0.50638 0.74435 -0.48648
C -0.99209 1.05258 -0.60150
C -1.51489 0.98304 -2.04654
N -1.59681 -0.41608 -2.43019
H 2.36017 -0.97189 3.14148
H 0.87004 -1.80404 2.60482
H 0.81712 -0.49136 3.77931
H 1.16225 1.07030 2.04158
H 1.06930 1.65094 -0.23193
H 0.95677 0.41447 -1.42138
H -1.61053 0.34216 -0.04868
H -1.18879 2.05156 -0.21068
H -0.79275 1.44656 -2.72381
H -2.43504 1.57199 -2.07881
H -1.11289 -1.01670 -1.77840
H -1.34164 -0.60083 -3.38469
*
```



2 | Here is a molecular structure, C5H12N2O from the OMol25 dataset. Energies are from ωB97M-V/def2-TZVPD.

## Properties
- E_HOMO (hartree) = -0.3021
- LUMO level (eV) = 0.68
- HOMO-LUMO gap (eV) = 8.90

ORCA input file:
```
! wB97M-V def2-TZVPD RIJCOSX def2/J DEFGRID3
* xyz 0 1
C -2.31026 -0.11045 0.25984
C -2.18547 0.38810 -1.13629
N -2.56216 0.67913 1.31423
N -1.28404 0.32517 1.89205
H -2.80206 1.65867 1.18931
H -0.58032 0.69956 1.24796
H -2.32395 -1.17356 0.45880
H -1.14079 0.64830 -1.34190
H -2.77403 1.29889 -1.28660
H -2.49340 -0.36266 -1.86490
C 1.27217 -1.43060 -0.02097
C 2.01896 -0.14066 -0.10804
C 3.33573 0.00762 0.01321
O 1.16016 0.91078 -0.34917
H 1.66207 1.73437 -0.38368
H 0.54983 -1.39141 0.79707
H 0.71836 -1.60805 -0.94632
H 1.95423 -2.26176 0.14501
H 3.81548 0.97496 -0.07344
H 3.96947 -0.84638 0.19383
*
```



Q: What are the energies relative to the best structure? A: 1 0.0; 2 105.0, in kcal/mol.



1 | Here is a single C5H12N2O molecule from the OMol25 dataset. Energies are from ωB97M-V/def2-TZVPD.

## Properties
- structure (SMILES) = C=N[C@H](C)C[C@H](N)O
- E_HOMO (hartree) = -0.3561
- LUMO level (eV) = 0.95
- HOMO-LUMO gap (eV) = 10.64

ORCA input file:
```
! wB97M-V def2-TZVPD RIJCOSX def2/J DEFGRID3
* xyz 0 1
C -0.19365 -2.28098 -1.91544
N 0.64982 -1.36918 -1.58400
C 0.07680 -0.23073 -0.83465
C 1.00516 0.95568 -1.08742
C -0.04160 -0.64171 0.64593
C -0.42092 0.43580 1.67126
N -1.46964 1.32804 1.24367
O 0.66431 1.25123 2.04393
H -1.26568 -2.24822 -1.65839
H 0.15109 -3.16288 -2.47789
H -0.91497 0.02432 -1.23180
H 0.59441 1.88772 -0.69178
H 1.15586 1.10086 -2.16360
H 1.99087 0.79366 -0.63943
H -0.79597 -1.43851 0.70420
H 0.90642 -1.10202 0.95744
H -0.75949 -0.08508 2.57472
H -1.00779 2.07564 0.72485
H -1.79570 1.81307 2.08037
H 1.47066 0.89330 1.63803
*
```



2 | Here is a single C5H12N2O molecule from the OMol25 dataset. Energies are from ωB97M-V/def2-TZVPD.

## Properties
- structure (SMILES) = C=C(ON)N(C)CC
- E_HOMO (hartree) = -0.2870
- LUMO level (eV) = 0.97
- HOMO-LUMO gap (eV) = 8.78

ORCA input file:
```
! wB97M-V def2-TZVPD RIJCOSX def2/J DEFGRID3
* xyz 0 1
C 2.38992 -0.01153 0.56123
C 1.10690 0.37766 0.53614
O 0.83966 1.75225 0.70535
N 0.90906 2.45195 -0.57537
N -0.00760 -0.41884 0.31898
C -0.00104 -1.86252 0.55032
C -1.39275 0.25352 0.24721
C -2.12335 -0.21082 -1.00117
H 2.68024 -1.04479 0.42913
H 3.17777 0.70992 0.74694
H 1.87336 2.77690 -0.56445
H 0.85904 1.69162 -1.25513
H 0.94270 -2.25706 0.93978
H -0.21679 -2.40521 -0.37554
H -0.76052 -2.13554 1.29332
H -1.39421 1.34583 0.24752
H -1.93319 -0.04047 1.15171
H -2.30598 -1.28906 -0.97928
H -1.54939 0.02452 -1.90311
H -3.09384 0.29165 -1.07358
*
```



Q: What are the energies relative to the best structure? A: 1 0.0; 2 49.6, in kcal/mol.



1 | Here is a single C5H10S molecule from the OMol25 dataset. Energies are from ωB97M-V/def2-TZVPD.

## Properties
- structure (SMILES) = C[C@H]1SC1(C)C
- E_HOMO (hartree) = -0.3161
- LUMO level (eV) = 0.95
- HOMO-LUMO gap (eV) = 9.55

ORCA input file:
```
! wB97M-V def2-TZVPD RIJCOSX def2/J DEFGRID3
* xyz 0 1
C -0.70364 0.39961 -1.93593
C -0.62852 0.64570 -0.45865
S -1.04643 -0.83109 0.60164
C 0.51873 0.12330 0.33241
C 1.00150 1.02076 1.44649
C 1.62187 -0.62879 -0.38116
H -0.04656 1.11689 -2.50573
H -0.41297 -0.60653 -2.17262
H -1.72220 0.58771 -2.30365
H -1.04368 1.58124 -0.10446
H 1.52607 0.44897 2.19355
H 1.67004 1.69893 0.96373
H 0.17594 1.57635 1.93049
H 2.37008 0.08278 -0.76023
H 1.27122 -1.26676 -1.20019
H 2.09526 -1.28570 0.31395
*
```



2 | Here is a single C5H10S molecule from the OMol25 dataset. Energies are from ωB97M-V/def2-TZVPD.

## Properties
- structure (SMILES) = C=C[C@H](C)CS
- E_HOMO (hartree) = -0.3316
- LUMO level (eV) = 0.93
- HOMO-LUMO gap (eV) = 9.95

ORCA input file:
```
! wB97M-V def2-TZVPD RIJCOSX def2/J DEFGRID3
* xyz 0 1
C -0.52319 1.56730 -1.51112
C -0.97758 0.37884 -1.08862
C -0.33518 -0.58647 -0.15007
C -0.82121 -0.37576 1.31444
C 1.11804 -0.18595 -0.18380
S 2.43081 -1.54497 0.39117
H 0.48813 1.92447 -1.25786
H -1.27514 2.16061 -2.04621
H -2.06468 0.16765 -1.33894
H -0.52514 -1.63053 -0.49993
H -1.71506 -1.03317 1.57696
H -0.11432 -0.65083 2.04198
H -1.14040 0.63224 1.62546
H 1.33650 0.64175 0.52867
H 1.53414 -0.07927 -1.16663
H 2.58429 -1.38591 1.76449
*
```



3 | Here is 2 unconnected molecules or ions with the total composition C5H10S from the OMol25 dataset. Energies are from ωB97M-V/def2-TZVPD.

## Properties
- E_HOMO (hartree) = -0.2892
- LUMO level (eV) = 0.60
- HOMO-LUMO gap (eV) = 8.47

ORCA input file:
```
! wB97M-V def2-TZVPD RIJCOSX def2/J DEFGRID3
* xyz 0 1
C -1.23549 -1.73677 -1.07738
C -2.27399 -1.05708 -0.54268
C 0.30076 0.03657 0.73837
C 0.07188 1.47124 0.24571
C 2.22180 -0.62295 -1.41023
S 1.34331 -1.05384 0.19729
H -0.43260 -1.26575 -1.69047
H -1.08703 -2.80164 -0.90717
H -2.98312 -1.57924 -0.06337
H -2.47907 -0.08128 -0.99596
H 0.65597 1.94643 0.98338
H -0.95695 1.53678 -0.04012
H 0.57836 1.58128 -0.69020
H 1.56951 -0.69573 -2.32158
H 3.17722 -1.19944 -1.47014
H 2.36713 0.37272 -1.24813
*
```



4 | Here is a single C5H10S molecule from the OMol25 dataset. Energies are from ωB97M-V/def2-TZVPD.

## Properties
- structure (SMILES) = SCC1CCC1
- E_HOMO (hartree) = -0.3330
- LUMO level (eV) = 0.88
- HOMO-LUMO gap (eV) = 9.94

ORCA input file:
```
! wB97M-V def2-TZVPD RIJCOSX def2/J DEFGRID3
* xyz 0 1
S 0.77865 -1.54369 0.65811
C -0.85686 -1.14308 -0.10922
C -1.00439 0.35965 -0.37094
C -0.52180 1.33955 0.70721
C 0.67341 1.87221 -0.20219
C 0.00180 0.97213 -1.29154
H 1.12930 -2.48762 -0.23019
H -1.54963 -1.45725 0.66255
H -1.05441 -1.61991 -1.08515
H -2.02971 0.57012 -0.62512
H -0.18970 0.69809 1.58328
H -1.25399 2.13157 0.93368
H 0.73823 3.01886 -0.38773
H 1.73311 1.56289 0.08701
H 0.72345 0.29802 -1.78612
H -0.45792 1.58149 -2.08186
*
```



Q: What are the energies relative to the best structure? A: 1 0.0; 2 29.3; 3 108.5; 4 24.5, in kcal/mol.